C36H43BF4N4O4S3Ti as an isolated structure. Source: the OMol25 dataset; level of theory: ωB97M-V/def2-TZVPD.

## Properties
max |F|: 1.88 eV/Å
orbital gap: 6.4 eV
HOMO level: -0.27837 Eh

ORCA input file:
```
! RIJCOSX wB97M-V def2-TZVPD def2/J DEFGRID3
* xyz 0 1
Ti 0.7150 -0.2960 -0.1451
C 3.7384 4.9217 2.8261
S 4.0626 3.4312 1.8562
C 2.5193 3.1548 1.0754
S 1.2340 4.2318 1.2034
N 2.4864 1.9656 0.4885
N 1.5927 1.5722 -0.3829
C 1.0513 2.3691 -1.2583
C -0.0455 1.8425 -2.0157
C -0.6082 2.5223 -3.0963
C -1.7304 2.0053 -3.7065
C -2.2966 0.8439 -3.1955
C -1.6823 0.2159 -2.1275
N -0.5555 0.6669 -1.5802
H 4.6859 5.1868 3.2887
H 3.3889 5.7167 2.1741
H 2.9909 4.7036 3.5830
H 1.3670 3.3991 -1.3747
H -0.1532 3.4416 -3.4343
H -2.1834 2.5127 -4.5470
H -3.1987 0.4261 -3.6169
H -2.1029 -0.6872 -1.6997
N 0.0009 -3.0795 2.2000
C -0.9634 -3.6357 1.2743
C -1.2786 -2.6307 0.1644
O -2.2299 -2.7678 -0.5730
O -0.4525 -1.6163 0.0828
H 0.4202 -3.7880 2.7869
H -0.4250 -2.3931 2.8099
H -1.9179 -3.9492 1.7157
H -0.5189 -4.5095 0.7921
C -0.4163 -2.2755 -3.4568
C 0.9070 -1.8516 -4.0914
C 1.0986 -0.3417 -4.2398
C 2.0575 -2.4490 -3.3122
C 2.7547 -3.4618 -3.9572
C 3.8508 -4.0724 -3.3886
C 4.2687 -3.6306 -2.1520
C 3.6012 -2.6349 -1.4519
C 4.1690 -2.2896 -0.0913
C 4.4574 -0.7914 0.0353
C 3.2523 -2.8675 0.9946
C 2.4355 -2.0448 -2.0062
O 1.7148 -1.1141 -1.2979
H -1.2618 -1.8062 -3.9572
H -0.4308 -2.0237 -2.4012
H -0.5339 -3.3555 -3.5401
H 0.9282 -2.2720 -5.1014
H 1.2100 0.1303 -3.2695
H 0.2601 0.1117 -4.7689
H 2.0055 -0.1510 -4.8147
H 2.4236 -3.7650 -4.9418
H 4.3791 -4.8649 -3.8990
H 5.1497 -4.0669 -1.7010
H 5.1334 -2.7994 -0.0052
H 3.5595 -0.1972 -0.0788
H 5.1680 -0.4893 -0.7365
H 4.8878 -0.5595 1.0067
H 2.2080 -2.6143 0.8201
H 3.5436 -2.5031 1.9773
H 3.3345 -3.9561 0.9914
F 3.5465 -0.3780 2.9434
B 2.2030 -0.2452 3.0061
F 1.6504 -0.4298 1.5685
F 1.8038 1.0136 3.3877
F 1.5822 -1.2148 3.7520
O -0.5541 0.9115 1.0122
S -0.6235 1.7227 2.2921
C -1.2327 0.5418 3.5726
C -2.5768 -0.0856 3.3552
C -3.5154 -0.1160 4.3840
C -4.7292 -0.7644 4.2131
C -5.0354 -1.3696 3.0042
C -4.1199 -1.3215 1.9633
C -2.9000 -0.6868 2.1400
C -2.1771 2.7542 2.2531
C -2.8204 2.9894 0.9266
C -2.3403 3.9746 0.0684
C -3.0278 4.2831 -1.0925
C -4.1873 3.5974 -1.4221
C -4.6505 2.5909 -0.5909
C -3.9716 2.2892 0.5786
H -1.2035 1.1145 4.5008
H -0.4437 -0.2096 3.6121
H -3.2882 0.3600 5.3298
H -5.4370 -0.8024 5.0298
H -5.9840 -1.8728 2.8735
H -4.3374 -1.7898 1.0122
H -2.1979 -0.6354 1.3233
H -1.8191 3.6979 2.6658
H -2.8909 2.2926 2.9301
H -1.4408 4.5146 0.3322
H -2.6651 5.0740 -1.7359
H -4.7314 3.8512 -2.3225
H -5.5540 2.0515 -0.8431
H -4.3569 1.5269 1.2439
*
```